1.
The following is a quantum chemistry calculation of a structure of composition C21H23F6HfN4O6PS, from OMol25.

Each line ends with the Löwdin charge.
Positions of all 63 atoms, in Å:
N (3.1572, 1.0153, 2.3708)  0.053
C (3.5388, 1.3139, 0.9382)  -0.206
C (2.5218, 0.5269, 0.0367)  -0.114
C (2.8914, -0.6895, -0.6965)  -0.025
C (4.3241, -1.3629, -0.6514)  -0.088
O (4.1223, -2.6680, -0.0788)  0.014
C (5.1638, -3.5487, -0.3741)  -0.578
F (5.3912, -3.7285, -1.7121)  0.154
F (6.2694, -3.1637, 0.3312)  0.174
F (4.7757, -4.7768, 0.1223)  0.152
C (1.8332, -1.3342, -1.5434)  -0.043
C (2.1588, -2.6170, -2.4042)  -0.074
C (3.1274, -2.1709, -3.6219)  -0.057
C (2.8539, -0.6576, -4.0445)  -0.458
N (3.6693, 0.4528, -3.6062)  0.147
O (1.8992, -0.3796, -4.7585)  0.052
C (0.4250, -0.7844, -1.6081)  0.074
C (0.0134, 0.4424, -0.8816)  -0.110
C (1.1374, 1.0769, -0.0741)  -0.279
S (0.7431, 2.6084, 0.8026)  1.302
C (-0.9574, 2.3897, 1.2222)  -0.257
C (-1.4702, 3.0094, 2.5112)  -0.165
N (-0.6619, 3.7556, 3.3924)  0.194
C (-2.9136, 2.8681, 2.9081)  0.061
C (-3.7521, 2.0811, 1.9979)  -0.135
C (-5.2761, 1.9469, 2.3914)  -0.138
P (-5.3150, 0.9885, 3.9979)  0.559
O (-4.7648, 1.7984, 5.1376)  -0.285
O (-6.8734, 0.5589, 4.3383)  -0.116
O (-4.3633, -0.3769, 3.7781)  -0.155
C (-3.2240, 1.4368, 0.7001)  0.094
C (-1.8220, 1.5648, 0.2643)  -0.119
N (-1.3194, 1.0041, -0.9794)  0.009
C (-2.2655, 0.1423, -1.6654)  -0.141
O (-2.5497, -1.1101, -0.9326)  0.085
C (-3.5882, -1.8300, -1.4568)  -0.486
F (-3.3816, -3.1286, -1.1116)  0.220
F (-4.7545, -1.4668, -0.8795)  0.232
F (-3.6728, -1.8503, -2.9763)  -0.350
H (2.3138, 0.4230, 2.3334)  0.071
H (3.8835, 0.3799, 2.7231)  0.104
H (3.4477, 2.4339, 0.7692)  0.111
H (4.6125, 1.0586, 0.7315)  0.132
H (4.8236, -1.3611, -1.6559)  0.128
H (4.9828, -0.7815, 0.0515)  0.138
H (1.2098, -2.9488, -2.9208)  0.117
H (2.5826, -3.4543, -1.7935)  0.133
H (4.2128, -2.3636, -3.4163)  0.107
H (2.8695, -2.7804, -4.5408)  0.140
H (3.1375, 1.0108, -2.9268)  0.092
H (4.5072, 0.1404, -3.1035)  0.084
H (-0.2671, -1.3651, -2.2682)  0.103
H (0.1414, 4.1709, 2.9095)  0.111
H (-1.2353, 4.4856, 3.8458)  0.158
H (-3.3292, 3.3405, 3.8398)  0.148
H (-5.8834, 1.4721, 1.5616)  0.115
H (-5.6425, 3.0028, 2.5829)  0.142
H (-6.9405, 0.5259, 5.3216)  0.120
H (-3.4696, -0.1247, 4.0949)  0.085
H (-4.0027, 0.8978, 0.1041)  0.106
H (-1.8742, -0.0814, -2.7063)  0.139
H (-3.2725, 0.6376, -1.8389)  0.163
Hf (-3.8990, -2.0557, -4.8816)  2.055

Energy ... -78078.999 eV
Charge ... +4
Frontier orbital gap ... 3.14 eV
HOMO level ... -18.88 eV

2.
The following is a quantum chemistry calculation of a structure of composition C21H23F9I2N2O6S2, from OMol25.

Each line ends with the Löwdin charge.
Positions of all 65 atoms, in Å:
C (2.6671, -1.8339, 1.0519)  -0.161
C (2.1939, -1.0203, -0.1498)  -0.838
I (3.2989, -1.5182, -1.9217)  0.867
C (2.1455, 0.4995, 0.0392)  -0.757
I (4.0568, 1.3471, 0.5365)  0.870
C (0.9872, 0.9107, 0.9262)  -0.170
C (-0.2301, 1.1703, 0.3495)  -0.143
C (-0.4409, 1.0327, -1.1505)  -0.097
C (-1.7995, 0.5220, -1.6304)  -0.054
C (-1.9192, -0.9878, -1.7481)  -0.459
F (-2.9697, -1.2636, -2.5614)  0.108
F (-0.8072, -1.5013, -2.3265)  0.108
C (-2.1193, -1.6983, -0.3714)  -0.413
F (-0.9223, -1.7064, 0.2366)  0.123
F (-2.9594, -0.9822, 0.3776)  0.133
S (-2.7797, -3.4955, -0.3930)  0.772
F (-2.2066, -3.7217, -1.8522)  -0.128
F (-4.1487, -2.9600, -0.9789)  -0.123
F (-3.3385, -3.3268, 1.0805)  -0.126
F (-1.4345, -4.0794, 0.2045)  -0.131
F (-3.3688, -4.9533, -0.4263)  -0.109
C (-1.3350, 1.6256, 1.1446)  -0.015
C (-1.2706, 1.7806, 2.4820)  -0.008
C (-0.0554, 1.4751, 3.1329)  -0.354
N (0.1928, 1.5487, 4.4398)  -0.223
S (1.7206, 1.0685, 4.6210)  1.016
N (2.1251, 0.7679, 3.1125)  -0.281
C (1.0648, 1.0408, 2.3478)  -0.318
H (2.4743, -1.3050, 1.9795)  0.050
H (3.7227, -2.0738, 0.9621)  0.051
H (2.1276, -2.7813, 1.0776)  0.079
H (1.1811, -1.3117, -0.4200)  0.035
H (1.9677, 0.9474, -0.9314)  0.026
H (-0.3214, 2.0381, -1.5663)  0.144
H (0.3408, 0.4290, -1.5999)  0.094
H (-1.9418, 0.8633, -2.6571)  0.142
H (-2.6371, 0.9123, -1.0635)  0.117
H (-2.2685, 1.8913, 0.6723)  0.116
H (-2.1208, 2.1258, 3.0467)  0.115
C (-0.4048, 7.3238, 5.3846)  -0.022
C (-1.4184, 6.5826, 4.5517)  -0.324
C (-1.4656, 5.0846, 4.7740)  -0.088
O (-1.8749, 4.6000, 3.4880)  0.035
C (-1.4813, 5.5022, 2.5560)  -0.563
O (-1.4916, 5.3070, 1.3851)  0.166
O (-1.0797, 6.6467, 3.1518)  0.088
H (-0.4475, 8.3936, 5.1849)  0.087
H (-0.5978, 7.1621, 6.4453)  0.091
H (0.6030, 6.9802, 5.1500)  0.093
H (-2.4127, 7.0221, 4.6678)  0.158
H (-2.1792, 4.7746, 5.5327)  0.140
H (-0.4829, 4.6668, 5.0052)  0.134
C (1.9975, -6.3699, -4.7728)  -0.023
C (2.1416, -4.8718, -4.6914)  -0.334
C (1.0159, -4.0850, -5.3302)  -0.093
O (1.6787, -2.8896, -5.7543)  0.052
C (2.9853, -3.1872, -5.9572)  -0.574
O (3.7667, -2.4726, -6.4913)  0.166
O (3.2708, -4.4152, -5.4594)  0.078
H (2.8288, -6.8663, -4.2738)  0.087
H (1.0695, -6.6859, -4.2957)  0.090
H (1.9927, -6.6953, -5.8136)  0.092
H (2.2956, -4.5519, -3.6570)  0.136
H (0.2092, -3.8406, -4.6434)  0.134
H (0.6091, -4.5909, -6.2098)  0.139

Energy ... -99743.972 eV
Frontier orbital gap ... 8.17 eV
HOMO level ... -8.93 eV

3.
The following is a quantum chemistry calculation of a structure of composition C21H23IrN2O4, from OMol25.

Each line ends with the Löwdin charge.
Positions of all 51 atoms, in Å:
Ir (0.2001, 0.2584, -0.6590)  1.507
C (2.0839, 2.0029, 1.5147)  0.046
O (0.7220, 1.6370, 1.0925)  -0.231
C (-0.2245, 1.5260, 2.0792)  -0.207
C (-0.4427, 2.5112, 3.0103)  0.044
C (-1.4191, 2.3089, 3.9807)  0.045
C (-2.1762, 1.1213, 4.0319)  -0.003
C (-1.9663, 0.1364, 3.1104)  0.034
C (-0.9854, 0.3200, 2.1032)  -0.163
N (-0.6661, -0.6018, 1.1452)  -0.041
N (-1.2535, -1.7669, 1.2886)  0.127
C (-0.8919, -2.7979, 0.5416)  -0.093
C (0.1548, -2.8073, -0.4824)  -0.264
O (0.8591, -1.8100, -0.7402)  -0.065
C (0.4140, -4.0409, -1.2206)  0.129
C (-0.2925, -5.1859, -0.9696)  0.073
C (-1.2723, -5.2323, 0.0376)  -0.073
C (-1.9427, -6.4831, 0.3068)  0.075
C (-2.8118, -6.5940, 1.3463)  0.018
C (-3.0578, -5.4588, 2.1418)  0.096
C (-2.4297, -4.2122, 1.8911)  0.062
C (-1.5635, -4.0688, 0.8372)  -0.063
H (2.0525, 2.9289, 2.0782)  0.103
H (2.6456, 2.1467, 0.5978)  0.105
H (2.4938, 1.1910, 2.1104)  0.118
H (0.1245, 3.4314, 2.9893)  0.141
H (-1.6053, 3.0903, 4.7065)  0.142
H (-2.9284, 0.9995, 4.7986)  0.135
H (-2.5467, -0.7727, 3.1200)  0.115
H (1.1786, -4.0061, -1.9867)  0.153
H (-0.0787, -6.0810, -1.5421)  0.152
H (-1.7270, -7.3320, -0.3307)  0.148
H (-3.3060, -7.5309, 1.5635)  0.144
H (-3.7534, -5.5319, 2.9693)  0.146
H (-2.6342, -3.3749, 2.5416)  0.125
C (1.6990, 1.0192, -3.3648)  -0.007
O (0.6668, 1.4200, -2.4169)  -0.368
C (-0.4839, 2.0525, -3.0363)  -0.137
C (-1.3547, 2.5685, -1.9225)  -0.139
O (-1.7169, 1.4961, -1.0206)  -0.328
C (-2.9611, 0.8371, -1.3500)  -0.030
H (2.0295, 1.9003, -3.9106)  0.115
H (1.2972, 0.2742, -4.0501)  0.110
H (2.5233, 0.6108, -2.7873)  0.101
H (-0.9888, 1.3243, -3.6751)  0.145
H (-0.1354, 2.8839, -3.6507)  0.156
H (-2.2537, 3.0394, -2.3199)  0.153
H (-0.8124, 3.2984, -1.3218)  0.145
H (-3.7561, 1.5791, -1.3957)  0.114
H (-3.1682, 0.1350, -0.5461)  0.089
H (-2.8857, 0.3120, -2.3033)  0.103

Energy ... -36125.551 eV
Charge ... +3
Multiplicity ... 6
Frontier orbital gap (alpha / beta) ... 6.56 / 5.34 eV
<S²> ... 8.87
HOMO level (alpha / beta) ... -17.28 / -18.12 eV

- The highest energy belongs to which entry?
  C21H23IrN2O4

- What is the energy in the second record?
  -99743.972 eV

- Which formula does entry 2 have?
  C21H23F9I2N2O6S2

- Look up the energy of the second one.
  -99743.972 eV